(1)
A cluster of 11 separate species, C49H91O28P3 in total in a non-equilibrium geometry, computed with the ωB97M-V functional and the def2-TZVPD basis.

Summary:
Spin multiplicity   2
HOMO energy (alpha / beta)   -9.5 / -9.5 eV
Relative energy (zero: lowest compared OMol25 entry of this formula, charge and spin)   0.0 kcal/mol
Gap between HOMO and LUMO (alpha / beta)   6.0 / 2.7 eV
Charge   +1

Geometry (Å):
C 20.5686 -22.4597 -11.9193
C 21.8682 -21.9265 -11.6143
C 22.2924 -20.6850 -12.1607
C 21.3563 -19.7483 -12.7522
C 20.0756 -20.3024 -12.9834
C 19.6851 -21.5846 -12.5439
O 18.4333 -22.0520 -12.7186
O 23.5568 -20.3587 -11.8435
H 20.3085 -23.4792 -11.6756
H 22.5785 -22.5565 -11.0996
H 21.6724 -18.7575 -13.0433
H 19.3655 -19.6372 -13.4521
H 18.2654 -22.9503 -12.4246
H 24.0802 -20.9297 -11.2763
C 17.2859 -20.7861 -9.1764
C 18.3234 -21.6276 -8.8347
C 18.3727 -22.0033 -7.4752
C 17.5029 -21.5752 -6.5021
C 16.4366 -20.8067 -6.9072
C 16.2635 -20.4172 -8.2555
O 15.2349 -19.6152 -8.5668
O 19.4407 -22.8165 -7.1170
H 17.1171 -20.4074 -10.1736
H 19.1757 -21.8658 -9.4538
H 17.5773 -21.7697 -5.4423
H 15.6899 -20.4792 -6.1990
H 14.9953 -19.6360 -9.4962
H 19.7251 -23.4021 -7.8226
C 11.5303 -23.7374 -10.4743
C 11.1684 -23.9037 -11.8336
C 9.8511 -24.2476 -12.1177
C 8.9007 -24.2059 -11.1404
C 9.2243 -23.9468 -9.8379
C 10.5361 -23.7498 -9.4841
O 10.9026 -23.7066 -8.1472
O 9.3765 -24.2362 -13.4156
H 12.5649 -23.6594 -10.1746
H 12.0207 -23.8885 -12.4968
H 7.8691 -24.1996 -11.4598
H 8.3545 -24.0001 -9.2000
H 10.1042 -23.4197 -7.6980
H 10.1610 -24.2810 -13.9672
C 13.6922 -24.1846 -15.0938
C 15.0398 -24.1464 -15.4074
C 15.4746 -23.8642 -16.6674
C 14.5156 -23.6972 -17.6611
C 13.1597 -23.7567 -17.3666
C 12.7192 -24.0106 -16.0573
O 11.3653 -24.2229 -15.7258
O 16.8210 -23.8621 -16.9882
H 13.3445 -24.4056 -14.0955
H 15.8451 -24.2806 -14.7004
H 14.8513 -23.5722 -18.6799
H 12.4591 -23.6026 -18.1739
H 10.8359 -24.3091 -16.5220
H 17.3538 -24.4923 -16.4977
C 13.3383 -22.0100 -6.5829
O 12.6712 -21.9210 -5.3547
P 13.4841 -21.2752 -4.0310
O 12.6777 -21.2641 -2.7979
O 14.9403 -22.0049 -3.9624
C 15.0711 -23.4128 -3.9578
O 13.8260 -19.7502 -4.6548
C 12.8102 -18.7847 -4.8527
H 13.9471 -22.8936 -6.7745
H 13.8944 -21.1098 -6.8447
H 12.4800 -22.0116 -7.2548
H 14.1266 -23.9229 -3.7682
H 15.6886 -23.6883 -3.1028
H 15.6460 -23.7971 -4.8003
H 13.2420 -17.8272 -5.1438
H 12.2099 -18.6085 -3.9600
H 12.0961 -19.2031 -5.5620
C 22.7297 -26.1746 -11.3178
O 21.9371 -25.1821 -10.7519
P 21.1743 -25.5573 -9.3583
O 20.4919 -24.4699 -8.6749
O 22.4141 -26.2132 -8.4631
C 23.3567 -25.3369 -7.8641
O 20.2052 -26.8083 -9.8071
C 19.1419 -26.5136 -10.7011
H 23.6062 -26.2359 -10.6728
H 23.0404 -26.0614 -12.3565
H 22.2764 -27.1655 -11.3418
H 24.2855 -25.3279 -8.4347
H 23.5991 -25.6825 -6.8592
H 22.8663 -24.3880 -7.6470
H 18.1097 -26.6804 -10.3933
H 19.3543 -27.0860 -11.6041
H 19.1125 -25.4572 -10.9681
C 15.9330 -25.0054 -8.5271
O 15.4805 -24.1924 -9.6057
P 15.8943 -24.4913 -11.1789
O 17.2669 -24.1799 -11.5687
O 14.7499 -23.7117 -12.0603
C 14.7967 -22.3216 -12.2930
O 15.4737 -26.0561 -11.3957
C 14.2501 -26.5306 -10.9238
H 15.2716 -25.8576 -8.3709
H 15.8235 -24.3628 -7.6535
H 16.9533 -25.3690 -8.6496
H 14.7225 -21.9938 -13.3299
H 15.7204 -21.9147 -11.8814
H 14.0013 -21.8498 -11.7161
H 13.6707 -25.7827 -10.3825
H 14.5422 -27.2969 -10.2057
H 13.7019 -27.0526 -11.7080
C 16.6273 -28.7570 -12.4355
O 17.8087 -29.5279 -12.6179
C 18.0979 -29.9529 -14.0072
C 19.6735 -29.9148 -14.0832
O 20.1058 -30.1318 -15.4640
C 21.4768 -29.8641 -15.7028
H 16.6962 -28.1111 -11.5601
H 15.7840 -29.4267 -12.2671
H 16.2166 -28.1156 -13.2153
H 17.7031 -29.3556 -14.8290
H 17.7878 -30.9948 -14.0875
H 20.1725 -30.6925 -13.5050
H 20.0942 -28.9952 -13.6763
H 22.0968 -30.5699 -15.1501
H 21.7571 -28.8440 -15.4403
H 21.6521 -30.0183 -16.7675
C 21.1743 -27.2809 -4.1033
O 20.9355 -26.3321 -5.1089
C 19.5697 -25.8805 -5.3795
C 18.8833 -26.8748 -6.3700
O 18.4241 -27.9877 -5.6061
C 17.5233 -28.7967 -6.3513
H 20.5949 -28.2009 -4.1812
H 21.0757 -26.8686 -3.0991
H 22.2350 -27.5286 -4.1423
H 19.5317 -24.8649 -5.7734
H 18.9958 -25.8615 -4.4530
H 19.5907 -27.2615 -7.1035
H 18.0519 -26.3111 -6.7931
H 17.0391 -29.4606 -5.6351
H 17.8630 -29.4769 -7.1323
H 16.7518 -28.1716 -6.8008
C 11.6005 -20.5463 -13.5950
O 11.5967 -19.6630 -14.7204
C 12.3137 -20.1400 -15.8460
C 12.1495 -19.5711 -17.2494
O 10.7837 -19.4781 -17.7060
C 10.1513 -20.7604 -17.9983
H 12.5936 -20.8002 -13.2243
H 10.8771 -21.3544 -13.7040
H 11.0303 -20.0158 -12.8324
H 12.2008 -21.2214 -15.9239
H 13.3609 -20.2134 -15.5525
H 12.6957 -20.0850 -18.0405
H 12.5980 -18.5776 -17.2481
H 10.7938 -21.3169 -18.6805
H 9.1963 -20.6614 -18.5144
H 9.9940 -21.2833 -17.0549
C 12.4863 -19.0067 -9.7261
O 13.5323 -19.2451 -10.7764
C 13.5960 -18.2160 -11.7699
C 14.8733 -18.1703 -12.5607
O 15.1694 -19.4718 -13.0282
C 16.4148 -19.4860 -13.8078
H 12.7085 -18.0046 -9.3595
H 12.6188 -19.7888 -8.9785
H 11.5227 -19.1476 -10.2157
H 13.2542 -17.3108 -11.2681
H 12.8744 -18.5347 -12.5221
H 15.6164 -17.7135 -11.9072
H 14.7406 -17.5300 -13.4328
H 16.4198 -19.1805 -14.8541
H 16.7582 -20.5199 -13.8442
H 17.2475 -18.9966 -13.3027



(2)
A cluster of 9 separate species, C41H85N11O10PS2 in total in a non-equilibrium geometry, computed with the ωB97M-V functional and the def2-TZVPD basis.

Summary:
HOMO energy   -4.3 eV
Gap between HOMO and LUMO   5.8 eV
Charge   -1

Geometry (Å):
C -3.2980 3.1756 0.9120
C -1.7313 3.4880 0.6861
S -0.9681 2.0027 -0.1689
C 0.6098 1.5738 0.7680
P 0.5024 -0.1729 1.6130
S 0.3773 -2.1031 2.5958
C 1.9480 0.2833 2.8069
C 3.3855 0.1848 2.0962
C 3.9474 -1.3354 2.2538
C 4.3606 -1.6906 3.7767
N 4.3669 -3.1832 3.9039
C 3.1616 -3.7047 4.5685
N 2.7132 -3.3411 5.7525
N 2.3984 -4.7765 3.8680
C 0.9758 -0.9166 -0.0658
C 0.3107 -2.3276 -0.3952
C -1.2384 -2.5689 -0.4929
C -1.8586 -3.9596 -0.8617
C -0.9609 -5.2097 -1.1750
C 0.5772 -4.9905 -1.0648
C 1.2021 -3.5944 -0.6906
C 2.8151 -3.5621 -0.6487
C -1.2419 0.3114 2.1889
O -1.3064 1.3053 3.0213
O -2.4171 -0.3166 1.8384
H -3.4038 2.7540 1.9731
H -3.9308 4.1288 0.7792
H -3.6467 2.3322 0.2033
H -1.1940 3.6266 1.6818
H -1.6539 4.4004 0.0012
H 1.5103 1.6367 0.0513
H 0.7475 2.4158 1.5304
H 0.1949 -1.7593 3.9490
H 1.8049 1.3862 3.1271
H 1.8679 -0.3223 3.7803
H 3.3609 0.4440 0.9761
H 4.1773 0.8780 2.5816
H 3.1745 -2.1137 1.9361
H 4.9140 -1.4802 1.6336
H 3.6280 -1.2619 4.5457
H 5.4020 -1.2772 4.0563
H 5.2037 -3.4855 4.4203
H 1.8551 -3.8592 5.9926
H 2.8843 -5.0527 3.0041
H 1.4325 -4.4723 3.6855
H 0.7357 -0.1892 -0.9278
H 2.1255 -1.0304 -0.0758
H -1.9794 -1.7185 -0.3103
H -2.9889 -4.1380 -0.9551
H -1.3609 -6.2298 -1.4781
H 1.2432 -5.8859 -1.3041
H 3.1989 -4.3697 -1.3811
H 3.2502 -3.7255 0.3906
H 3.1375 -2.5557 -1.0837
C 0.6630 6.1369 2.1658
O 0.5959 5.2552 1.3289
N 0.1808 7.4030 2.0220
C 0.3034 8.3878 3.0775
C -0.4719 7.7730 0.7817
H 1.1380 5.9674 3.1455
H -0.6964 8.7169 3.3734
H 0.8754 9.2412 2.7034
H 0.8124 7.9666 3.9441
H -1.3331 7.1193 0.6202
H 0.2290 7.6390 -0.0468
H -0.8017 8.8121 0.8186
C 0.6698 -7.5962 -5.2288
O 1.3745 -7.3951 -4.2554
N -0.3003 -6.7566 -5.6881
C -1.0983 -7.0698 -6.8578
C -0.5440 -5.5101 -4.9865
H 0.7698 -8.5115 -5.8352
H -0.9513 -6.2896 -7.6061
H -2.1479 -7.1074 -6.5701
H -0.8080 -8.0332 -7.2823
H 0.3730 -4.9156 -4.9852
H -0.8205 -5.7288 -3.9527
H -1.3447 -4.9487 -5.4698
C 2.9453 10.3671 0.5084
O 2.4243 10.6819 1.5621
N 3.7865 9.3088 0.3320
C 4.3684 8.9968 -0.9568
C 4.1083 8.4692 1.4703
H 2.7673 10.9369 -0.4181
H 4.0607 7.9903 -1.2519
H 5.4578 9.0374 -0.8748
H 4.0400 9.7082 -1.7164
H 3.1865 8.0396 1.8708
H 4.5756 9.0809 2.2462
H 4.7878 7.6687 1.1754
C -4.5445 4.1169 -2.5583
O -3.5762 4.8407 -2.4322
N -5.8443 4.4993 -2.3866
C -6.9452 3.5743 -2.5556
C -6.1304 5.8728 -2.0237
H -4.4395 3.0548 -2.8318
H -7.6030 3.9443 -3.3470
H -7.5023 3.5084 -1.6175
H -6.5828 2.5815 -2.8268
H -5.7355 6.5376 -2.7964
H -5.6358 6.1039 -1.0769
H -7.2058 6.0259 -1.9227
C -0.3648 6.6973 6.4513
O 0.2245 7.2357 5.5288
N -0.7728 5.3980 6.4704
C -1.4695 4.8291 7.6053
C -0.5015 4.5562 5.3173
H -0.6205 7.2449 7.3729
H -0.8866 3.9916 7.9971
H -2.4492 4.4719 7.2786
H -1.6037 5.5716 8.3939
H 0.5776 4.5150 5.1497
H -0.9764 4.9923 4.4351
H -0.8856 3.5484 5.4787
C -6.1956 -3.1394 3.8889
O -7.2248 -3.2523 4.5368
N -5.0114 -2.6699 4.3670
C -3.8284 -2.5655 3.5304
C -4.9273 -2.2610 5.7538
H -6.1490 -3.4214 2.8248
H -3.0344 -3.1823 3.9604
H -3.5053 -1.5224 3.4982
H -4.0354 -2.9061 2.5150
H -5.1788 -3.1107 6.3943
H -5.6482 -1.4598 5.9359
H -3.9217 -1.9099 5.9881
C 6.6760 -4.8619 0.1474
O 5.5951 -4.3236 0.2809
N 7.2299 -5.2317 -1.0443
C 8.5266 -5.8707 -1.1228
C 6.4966 -4.9767 -2.2693
H 7.3145 -5.1008 1.0136
H 9.1935 -5.2499 -1.7271
H 8.4127 -6.8509 -1.5931
H 8.9598 -5.9987 -0.1294
H 6.3116 -3.9033 -2.3596
H 5.5355 -5.4950 -2.2265
H 7.0629 -5.3252 -3.1340
C -3.5090 -5.7511 -9.2838
O -3.1316 -6.2855 -8.2572
N -3.7064 -6.3852 -10.4755
C -4.1579 -5.6781 -11.6560
C -3.4564 -7.8109 -10.5630
H -3.7276 -4.6722 -9.3273
H -5.1045 -6.1109 -11.9900
H -3.4080 -5.7856 -12.4441
H -4.3046 -4.6179 -11.4442
H -4.1006 -8.3322 -9.8506
H -2.4138 -8.0088 -10.3021
H -3.6570 -8.1733 -11.5720



(3)
A structure of composition C15H21CrN6O3SSe2 in a non-equilibrium geometry, computed with the ωB97M-V functional and the def2-TZVPD basis.

Summary:
Spin multiplicity   5
HOMO energy (alpha / beta)   -2.7 / -4.3 eV
Relative energy (zero: lowest compared OMol25 entry of this formula, charge and spin)   0.0 kcal/mol
Gap between HOMO and LUMO (alpha / beta)   5.0 / 6.6 eV
Charge   -1

Geometry (Å):
Cr -1.1330 0.3855 0.4862
O 0.0196 -1.0127 1.3834
C 0.7327 -0.8464 2.6613
C 1.4731 0.5107 2.6961
C 2.5678 0.3122 3.7552
O 3.5327 -0.6383 3.4464
C 0.5978 1.6147 3.2807
Se -1.2630 1.5910 2.8060
C 2.1308 0.8272 1.3633
Se 1.0195 1.5589 -0.0747
H -0.3873 -1.8842 1.3757
H 1.4273 -1.6988 2.7369
H 0.0754 -0.8772 3.5584
H 2.0498 0.0528 4.7090
H 3.0080 1.3207 3.9992
H 3.5098 -0.8510 2.5006
H 0.9800 2.5796 3.0411
H 0.6667 1.5226 4.3898
H 2.6040 -0.0515 0.8917
H 2.9206 1.5835 1.5454
S -3.2263 -1.0354 1.1452
C -2.4402 -2.5149 1.3834
N -1.7735 -3.4648 1.5783
C -0.7027 0.8250 -3.1358
C -0.5109 -0.3796 -2.2632
O -1.3245 -0.5339 -1.2608
C 0.5482 -1.3121 -2.4500
C 0.5102 -2.5606 -1.7927
C 1.5107 -3.5112 -1.9757
C 2.5827 -3.3290 -2.8779
C 2.5793 -2.1359 -3.6097
C 1.6323 -1.1619 -3.4218
H -1.7806 0.9737 -3.2520
H -0.2938 0.6914 -4.1835
H -0.2921 1.7431 -2.6893
H -0.3242 -2.8153 -1.1473
H 1.5083 -4.3911 -1.3450
H 3.2970 -4.1246 -3.0199
H 3.3550 -1.9595 -4.3075
H 1.7551 -0.2121 -3.9350
N -5.4117 3.0039 -1.2784
N -4.1073 2.8444 -0.8373
N -3.1793 3.8106 -0.8402
C -2.0889 3.1944 -0.4881
N -2.3623 1.8650 -0.2761
N -3.6261 1.6733 -0.5242
H -5.3988 3.2062 -2.2847
H -5.8452 2.0570 -1.1234
H -1.1226 3.5547 -0.3387